*P*
An isolated molecule of C3H5NO4. Source: the Open Molecules 2025 dataset; level of theory: wB97M-V/def2-TZVPD.

Calculated values
SMILES	O=C(O)/C(CO)=N/O
frontier orbital gap	0.3464	Eh

Last column: Mulliken charge in e.
CARTESIAN COORDINATES (ANGSTROEM)
O1 -2.03986 -0.99549 -0.07091  -0.473
O2 -1.19163 0.88649 0.94715  -0.633
O3 2.25432 -1.52081 0.62569  -0.490
O4 1.91103 0.77916 -0.13498  -0.501
N1 -0.59427 -1.46799 -0.10837  -0.454
C1 0.09634 -0.41807 -0.00874  0.553
C2 1.65777 -0.55941 0.16265  0.481
C3 -0.31471 1.03177 -0.05222  -0.255
H1 -1.83624 0.15365 0.75853  0.446
H2 2.93223 0.89329 -0.71884  0.383
H3 -2.68520 -1.69608 -0.31814  0.335
H4 -0.73734 1.16358 -0.99173  0.294
H5 0.54756 1.74991 -0.09008  0.315

***

*Q*
A cluster of 2 separate species, C3H5NO4 in total. Source: the Open Molecules 2025 dataset; level of theory: wB97M-V/def2-TZVPD.

Calculated values
frontier orbital gap	0.2967	Eh

Last column: Mulliken charge in e.
CARTESIAN COORDINATES (ANGSTROEM)
O1 2.38665 0.68402 0.36413  -0.404
O2 -0.10742 1.99613 -0.14986  -0.598
O3 -0.94473 -1.48562 0.02163  -0.650
O4 1.59067 -1.43788 -0.17639  -0.504
N1 -1.03705 -0.18841 0.00327  0.360
C1 0.05449 0.69886 -0.19121  0.427
C2 1.55869 -0.04928 -0.06608  0.488
C3 -2.54706 0.27722 0.03951  -0.724
H1 -2.07931 -1.59748 0.89222  0.450
H2 -2.91567 1.21693 0.59357  0.277
H3 -2.99417 0.37484 -1.06589  0.239
H4 -3.22206 -0.44018 0.82973  0.209
H5 0.67242 -1.84924 -0.44194  0.431

***

Tell me which of them is the most stable. Sure, it is *P*.

***

*P*
A cluster of 2 separate species, C3H6O2 in total. Source: the Open Molecules 2025 dataset; level of theory: wB97M-V/def2-TZVPD.

Calculated values
2S+1	2
frontier orbital gap (spin up / spin down)	0.1641 / 0.2884	Eh
net charge	-1

Last column: Mulliken spin population.
CARTESIAN COORDINATES (ANGSTROEM)
O1 -1.67769 -0.19513 -0.65229  0.295
O2 0.55208 -0.10773 0.77811  0.028
C1 -2.58449 -0.03779 0.16823  0.639
C2 1.35069 0.25661 -0.17869  0.011
C3 2.65472 0.07697 -0.16846  0.001
H1 0.75937 0.77574 -1.16077  -0.008
H2 -2.76972 -0.65114 1.17351  0.015
H3 3.30856 -0.45884 0.47420  0.000
H4 -3.57023 0.49708 -0.05528  0.040
H5 -0.40010 -0.10750 0.56840  -0.019
H6 3.15142 0.59277 -0.93309  -0.001

***

*Q*
A cluster of 2 separate species, C3H6O2 in total. Source: the Open Molecules 2025 dataset; level of theory: wB97M-V/def2-TZVPD.

Calculated values
2S+1	2
frontier orbital gap (spin up / spin down)	0.1185 / 0.2532	Eh
net charge	-1

Last column: Mulliken spin population.
CARTESIAN COORDINATES (ANGSTROEM)
O1 1.54377 -0.94027 1.37610  0.035
O2 -2.87224 0.42190 1.27179  0.252
C1 1.64716 0.03619 0.61042  -0.090
C2 1.10690 0.11503 -0.78046  0.490
C3 -2.30575 -0.09551 0.29880  0.490
H1 0.48162 -0.75817 -1.02146  0.041
H2 0.40073 0.93722 -0.96239  -0.198
H3 2.03149 0.13841 -1.41850  -0.063
H4 1.87862 1.02248 0.98809  -0.017
H5 -2.78813 -0.57289 -0.51515  0.018
H6 -1.12417 -0.30439 0.15276  0.042

***

Tell me which of them is the most stable. Sure, it is *P*.

***

*P*
An isolated molecule of C4H6N2O. Source: the Open Molecules 2025 dataset; level of theory: wB97M-V/def2-TZVPD.

Calculated values
SMILES	Nc1cc[nH]c1O
frontier orbital gap	0.3110	Eh

Last column: Mulliken charge in e.
CARTESIAN COORDINATES (ANGSTROEM)
O1 -0.46288 0.29966 -2.09630  -0.576
N1 -0.97029 1.31931 0.02342  0.028
N2 0.81259 -1.70933 -0.44980  -0.658
C1 -0.62141 1.09436 1.33979  -0.411
C2 0.27738 -0.49298 0.03813  0.986
C3 0.22041 -0.01359 1.37406  -0.593
C4 -0.38416 0.37065 -0.75834  -0.340
H1 -1.03802 1.73492 2.11077  0.405
H2 1.31440 0.03440 1.48778  0.112
H3 1.77466 -1.67463 -0.74078  0.228
H4 0.71586 -2.42984 0.25323  0.279
H5 -1.55406 2.05393 -0.33792  0.205
H6 -0.08447 -0.58686 -2.24404  0.334

***

*Q*
A cluster of 2 separate species, C4H6N2O in total. Source: the Open Molecules 2025 dataset; level of theory: wB97M-V/def2-TZVPD.

Calculated values
SMILES	[H]/N=C1\C=CNC1=O.[H][H]
frontier orbital gap	0.3247	Eh

Last column: Mulliken charge in e.
CARTESIAN COORDINATES (ANGSTROEM)
O1 -0.55020 -2.07202 0.23808  -0.563
N1 1.40223 -0.84876 -0.00210  -0.037
N2 -1.72040 0.59904 0.66737  -0.583
C1 -0.48541 0.39827 0.44892  0.783
C2 0.04761 -1.02357 0.23745  0.169
C3 1.74006 0.50253 0.04264  -0.484
C4 0.67701 1.28317 0.30129  -0.466
H1 -2.19532 -1.31102 -1.23198  -0.132
H2 0.67690 2.36002 0.39905  0.357
H3 2.77045 0.79591 -0.11805  0.385
H4 2.02475 -1.60980 -0.21886  0.205
H5 -2.47701 -0.67544 -1.49468  0.133
H6 -1.91066 1.60167 0.73087  0.234

***

Tell me which of them is the most stable. Sure, it is *Q*.

***

*P*
An isolated molecule of C4H6N2O. Source: the Open Molecules 2025 dataset; level of theory: wB97M-V/def2-TZVPD.

Calculated values
frontier orbital gap	0.3126	Eh

Last column: Mulliken charge in e.
CARTESIAN COORDINATES (ANGSTROEM)
O1 1.14346 0.91050 -0.19333  -0.362
N1 -1.30618 -0.55205 0.83515  -0.120
N2 1.29715 -0.99466 -1.52961  -0.669
C1 -0.86993 -0.40852 -0.58097  -0.515
C2 0.65448 -0.22563 -0.76766  0.599
C3 0.36907 1.14625 0.98839  -0.126
C4 -0.12825 -0.26454 1.43567  -0.497
H1 1.04064 1.46643 1.78665  0.262
H2 -1.35059 0.46822 -1.01330  0.256
H3 -1.10195 -1.33048 -1.10258  0.298
H4 -0.38867 1.93381 0.80976  0.244
H5 -1.59210 -1.50966 1.05532  0.350
H6 2.23287 -0.63967 -1.72348  0.281

***

*Q*
An isolated molecule of C4H6N2O. Source: the Open Molecules 2025 dataset; level of theory: wB97M-V/def2-TZVPD.

Calculated values
SMILES	C=C1CNN=CO1
frontier orbital gap	0.3615	Eh

Last column: Mulliken charge in e.
CARTESIAN COORDINATES (ANGSTROEM)
O1 0.90487 0.65957 0.36500  -0.312
N1 -1.63845 0.21208 -0.58293  -0.282
N2 -0.48755 0.86284 -1.35265  -0.341
C1 1.26830 -1.43682 1.23595  -1.068
C2 0.45630 -0.56322 0.54118  0.520
C3 -1.00315 -0.56879 0.52462  -0.221
C4 0.65180 1.00292 -0.93945  0.050
H1 -1.39160 -1.67074 0.48175  0.304
H2 -1.35900 0.11425 1.47080  0.167
H3 1.21613 1.98017 -1.24482  0.280
H4 -2.24125 -0.41668 -1.37328  0.308
H5 2.27612 -1.14184 1.32283  0.310
H6 0.90321 -2.27063 1.79795  0.285

***

*R*
An isolated molecule of C4H6N2O. Source: the Open Molecules 2025 dataset; level of theory: wB97M-V/def2-TZVPD.

Calculated values
frontier orbital gap (spin up / spin down)	0.2550 / 0.2550	Eh

Last column: Mulliken charge in e.
CARTESIAN COORDINATES (ANGSTROEM)
O1 1.84736 2.04872 1.59234  -0.422
N1 0.08816 0.85363 1.20399  0.091
N2 1.03642 -0.15983 -1.02390  -0.555
C1 -0.89893 -1.48246 -1.53909  -1.049
C2 -0.75854 0.02237 0.48503  -0.822
C3 1.30274 1.07752 0.77961  -0.166
C4 -0.17303 -0.48974 -0.64394  1.090
H1 -0.35891 -1.72321 -2.45955  0.325
H2 -1.69005 -0.28141 0.91841  0.366
H3 -0.25162 1.33188 2.03578  0.246
H4 -1.85184 -1.02181 -1.81384  0.292
H5 2.78078 2.23328 1.45015  0.348
H6 -1.07256 -2.40893 -0.98500  0.258

***

*S*
An isolated molecule of C4H6N2O. Source: the Open Molecules 2025 dataset; level of theory: wB97M-V/def2-TZVPD.

Calculated values
frontier orbital gap	0.3007	Eh

Last column: Mulliken charge in e.
CARTESIAN COORDINATES (ANGSTROEM)
O1 -0.90880 -2.35617 0.54863  -0.496
N1 0.83438 1.66161 -1.48932  -0.608
N2 -0.09968 -0.28885 1.38156  -0.092
C1 -0.87773 -0.98329 0.32935  0.560
C2 0.48178 0.74014 0.78412  -0.620
C3 0.33091 0.66595 -0.61737  0.808
C4 -0.39327 -0.46589 -0.98235  -1.233
H1 0.99067 1.50424 1.36947  0.372
H2 -1.89170 -0.54837 0.41645  0.189
H3 0.68365 1.35625 -2.44405  0.284
H4 1.82162 1.85159 -1.35917  0.253
H5 -0.23812 -0.38309 2.37704  0.222
H6 -0.73370 -2.75412 -0.31436  0.360

***

Tell me which of them is the most stable. Sure, it is *S*.

***

*P*
A cluster of 2 separate species, C4H6N2O in total. Source: the Open Molecules 2025 dataset; level of theory: wB97M-V/def2-TZVPD.

Calculated values
frontier orbital gap (spin up / spin down)	0.3415 / 0.3414	Eh

Last column: Mulliken charge in e.
CARTESIAN COORDINATES (ANGSTROEM)
O1 -1.76980 -0.49382 0.01026  -0.346
N1 1.31507 1.25918 -0.04313  -0.822
N2 0.27607 0.58602 -0.19215  0.443
C1 -0.46212 -0.38761 -0.10176  0.292
C2 2.83991 -1.15011 0.20436  -0.412
C3 1.98352 -1.97203 0.00412  -0.330
C4 -2.51466 0.71872 0.18537  -0.647
H1 -2.12877 1.27841 1.04306  0.302
H2 -3.54609 0.41404 0.36517  0.211
H3 1.64144 1.53816 -0.97734  0.248
H4 1.21326 -2.68727 -0.18014  0.391
H5 3.60388 -0.43173 0.40461  0.373
H6 -2.45174 1.32803 -0.72242  0.297

***

*Q*
An isolated molecule of C4H6N2O. Source: the Open Molecules 2025 dataset; level of theory: wB97M-V/def2-TZVPD.

Calculated values
frontier orbital gap	0.3639	Eh

Last column: Mulliken charge in e.
CARTESIAN COORDINATES (ANGSTROEM)
O1 0.81477 -0.38457 0.35637  -0.070
N1 0.16431 -2.43895 -3.40945  -0.378
N2 -0.43642 -1.51525 -1.17029  -0.073
C1 0.38347 1.58142 1.54975  -1.229
C2 -0.23833 -2.07123 -2.39161  0.393
C3 -0.22925 0.58993 0.58657  -0.203
C4 0.76545 -1.40549 -0.45801  -0.388
H1 -0.53216 1.06704 -0.35609  0.312
H2 0.74597 1.03736 2.42564  0.321
H3 -1.07904 0.05198 1.01774  0.336
H4 -1.26065 -0.92171 -1.09218  0.289
H5 1.24191 2.06993 1.07825  0.308
H6 -0.34002 2.33955 1.86332  0.384

***

Tell me which of them is the most stable. Sure, it is *Q*.

***

*P*
An isolated molecule of C4H6N2O. Source: the Open Molecules 2025 dataset; level of theory: wB97M-V/def2-TZVPD.

Calculated values
SMILES	[H]/N=C/C(N)=C=CO
frontier orbital gap	0.3370	Eh

Last column: Mulliken charge in e.
CARTESIAN COORDINATES (ANGSTROEM)
O1 2.09819 1.53235 1.46482  -0.459
N1 0.51696 -2.17696 -0.36672  -0.561
N2 -2.03065 0.37587 -0.19617  -0.570
C1 0.34390 0.63549 0.16421  -0.030
C2 -0.55366 -1.52168 -0.55815  -0.301
C3 -0.70385 -0.10219 -0.13590  0.397
C4 1.41679 1.36888 0.28844  -0.249
H1 1.80976 1.92152 -0.56666  0.306
H2 -2.69881 -0.23588 0.25910  0.228
H3 0.42025 -3.12060 -0.74374  0.249
H4 -2.11526 1.31442 0.17289  0.268
H5 2.94442 1.94723 1.26257  0.341
H6 -1.44805 -1.93846 -1.04468  0.382

***

*Q*
An isolated molecule of C4H6N2O. Source: the Open Molecules 2025 dataset; level of theory: wB97M-V/def2-TZVPD.

Calculated values
SMILES	[H]/N=C(\C)N1C=C1O
frontier orbital gap	0.3271	Eh

Last column: Mulliken charge in e.
CARTESIAN COORDINATES (ANGSTROEM)
O1 -2.71093 0.03931 0.66613  -0.429
N1 0.20457 1.07578 1.29168  -0.629
N2 -0.41391 -0.79396 0.06752  -0.389
C1 0.56035 0.15319 0.49447  0.655
C2 -1.14118 -0.46339 -1.27369  -0.484
C3 -1.71198 -0.26163 -0.13402  0.547
C4 1.94154 -0.12597 -0.03132  -1.048
H1 2.66514 0.59747 0.35431  0.356
H2 1.94244 -0.07548 -1.12645  0.268
H3 2.25523 -1.13617 0.24985  0.277
H4 -1.11375 -0.89449 -2.25824  0.292
H5 1.01052 1.63482 1.57136  0.228
H6 -3.48803 0.25053 0.12840  0.358

***

Tell me which of them is the most stable. Sure, it is *P*.

***

*P*
An isolated molecule of C4H6N2O. Source: the Open Molecules 2025 dataset; level of theory: wB97M-V/def2-TZVPD.

Calculated values
frontier orbital gap	0.3168	Eh

Last column: Mulliken charge in e.
CARTESIAN COORDINATES (ANGSTROEM)
O1 0.01831 -0.24290 -2.82384  -0.469
N1 -1.28040 0.27184 -0.99270  -0.931
N2 -0.93674 0.44286 0.37452  0.110
C1 0.44529 0.04613 0.62397  0.612
C2 1.00758 -0.08086 -0.61244  -0.822
C3 -0.10590 0.00491 -1.51821  0.765
C4 0.44158 -0.17820 2.03904  -1.354
H1 1.33722 0.01969 2.62552  0.265
H2 -1.15972 0.09710 1.51792  0.455
H3 1.99683 -0.42835 -0.86995  0.374
H4 -0.99732 1.44364 0.57548  0.367
H5 0.02385 -1.16510 2.26181  0.262
H6 -0.86874 -0.18255 -3.21212  0.367

***

*Q*
A cluster of 2 separate species, C4H6N2O in total. Source: the Open Molecules 2025 dataset; level of theory: wB97M-V/def2-TZVPD.

Calculated values
SMILES	N=C=CN.C=C=O
frontier orbital gap	0.3349	Eh

Last column: Mulliken charge in e.
CARTESIAN COORDINATES (ANGSTROEM)
O1 1.44541 0.79730 1.23533  -0.381
N1 1.96906 -1.47177 -1.46707  -0.541
N2 -0.96417 -0.84789 0.44909  -0.642
C1 1.21631 1.03932 0.09946  0.619
C2 0.99321 1.47563 -1.07844  -0.889
C3 1.25587 -1.46136 -0.49750  0.439
C4 0.24485 -1.68456 0.33309  -0.589
H1 1.19578 0.93568 -2.02311  0.336
H2 -0.71664 -0.03444 1.03341  0.314
H3 0.27577 -2.49321 0.94155  0.412
H4 -1.04890 -0.51694 -0.49337  0.350
H5 2.76809 -0.87066 -1.27666  0.306
H6 0.55700 2.44861 -1.21039  0.265

***

*R*
A structure of composition C4H6N2O. Source: the Open Molecules 2025 dataset; level of theory: wB97M-V/def2-TZVPD.

Calculated values
frontier orbital gap	0.3801	Eh

Last column: Mulliken charge in e.
CARTESIAN COORDINATES (ANGSTROEM)
O1 1.52590 -0.99326 -0.09655  -0.469
N1 -1.02193 1.04577 0.17247  -0.368
N2 -1.92929 -0.13004 0.03760  -0.373
C1 0.18321 -0.85286 0.30927  0.042
C2 1.59960 0.53830 0.11554  -0.505
C3 0.14371 0.49832 -0.39521  0.088
C4 -1.27042 -1.16966 -0.04058  -0.318
H1 -1.81050 -2.12677 -0.41274  0.327
H2 1.53625 0.87601 1.15230  0.296
H3 2.42107 0.97695 -0.50779  0.303
H4 0.14168 0.15484 -1.48568  0.329
H5 -1.58717 1.76927 -0.18662  0.268
H6 0.06789 -0.58688 1.33799  0.380

***

Tell me which of them is the most stable. Sure, it is *Q*.

***

*P*
An isolated molecule of C4H7FN2O. Source: the Open Molecules 2025 dataset; level of theory: wB97M-V/def2-TZVPD.

Calculated values
SMILES	[H]/N=C(/N)OC/C=C/F
frontier orbital gap	0.3769	Eh

Last column: Mulliken charge in e.
CARTESIAN COORDINATES (ANGSTROEM)
F1 3.98375 -0.44090 -0.37310  -0.247
O1 -0.43582 -0.44102 -0.25331  -0.298
N1 -2.37681 1.04397 -0.27376  -0.720
N2 -2.48206 -1.21119 -0.23302  -0.452
C1 0.46474 0.49980 0.34445  -0.405
C2 -1.76162 -0.07836 -0.22087  0.642
C3 2.79034 0.20009 -0.31783  -0.151
C4 1.80174 -0.21823 0.42599  -0.290
H1 -3.45869 -1.05679 -0.00691  0.256
H2 2.72780 1.08855 -0.90064  0.328
H3 -1.69833 1.78059 -0.26498  0.243
H4 0.44785 1.43352 -0.21993  0.298
H5 0.01747 0.69441 1.38915  0.319
H6 -2.00550 -2.05743 0.03921  0.227
H7 1.98515 -1.23700 0.86555  0.250

***

*Q*
A structure of composition C4H7FN2O. Source: the Open Molecules 2025 dataset; level of theory: wB97M-V/def2-TZVPD.

Calculated values
frontier orbital gap	0.3104	Eh

Last column: Mulliken charge in e.
CARTESIAN COORDINATES (ANGSTROEM)
F1 -1.83681 -1.54716 0.34128  -0.238
O1 2.06697 1.06902 0.07203  -0.430
N1 0.55642 -1.38634 -0.25834  -0.463
N2 2.64866 -0.12635 -0.04101  -0.253
C1 1.77634 -1.33739 -0.18599  -0.171
C2 -0.27389 -0.31375 -0.39482  -0.794
C3 -2.43122 0.83385 -0.15879  -1.034
C4 -1.47631 -0.36592 -0.05984  0.852
H1 0.94850 1.09945 0.74008  0.465
H2 -2.38937 1.80122 0.98592  0.198
H3 3.30437 -0.42949 1.18649  0.253
H4 2.40514 -2.14013 -0.39142  0.432
H5 -3.66068 0.64495 -0.35830  0.298
H6 -2.00631 1.56242 -0.97826  0.292
H7 0.36818 0.63562 -0.49902  0.593

***

*R*
A cluster of 3 separate species, C4H7FN2O in total. Source: the Open Molecules 2025 dataset; level of theory: wB97M-V/def2-TZVPD.

Calculated values
frontier orbital gap	0.3477	Eh

Last column: Mulliken charge in e.
CARTESIAN COORDINATES (ANGSTROEM)
F1 3.64908 0.48240 0.08796  -0.224
O1 0.09816 0.15073 0.82283  -0.395
N1 -0.98930 -1.03751 -0.72091  -0.321
N2 -0.25149 -2.13259 -0.28804  -0.587
C1 -1.72162 1.39142 -0.50926  -0.949
C2 -0.91025 0.12556 -0.12884  0.685
C3 2.49515 0.45605 0.79447  -0.242
C4 1.33110 0.16524 0.11431  0.045
H1 -1.14974 2.29849 -0.87079  0.280
H2 2.56342 0.50465 2.26939  0.246
H3 -2.38341 1.67165 0.44056  0.227
H4 -2.37812 1.34399 -1.39478  0.316
H5 -0.83325 -2.87114 -0.72426  0.324
H6 1.14517 -0.22918 -0.90995  0.324
H7 -0.66489 -2.31978 1.01730  0.271

***

Tell me which of them is the most stable. Sure, it is *P*.